The following is a quantum chemistry calculation of a structure of composition C42H44FeN3O2S2Sb2, from the OMol25 dataset.

## Properties
total energy = -4481.52157 a.u.
energy relative to the best compared isomer or geometry (same formula, charge and spin) = 215.33 kJ/mol
2S+1 = 6
net charge = +2
F_max = 2.96 eV/A
orbital gap (alpha / beta) = 0.2731 / 0.2335 Ha

Each line ends with the Löwdin charge.
Positions of all 96 atoms, in Å:
Fe: -2.14562 -0.87194 2.88832  0.896
C: -4.05496 -0.70255 1.95645  -0.174
C: -4.22504 0.12969 3.12948  -0.115
C: -4.00042 -0.66020 4.30825  -0.109
C: -3.82359 -1.99110 3.82916  -0.176
C: -3.84422 -2.07911 2.41859  -0.171
H: -4.04118 -0.30683 0.92190  0.084
H: -4.42751 1.17100 3.06203  0.102
H: -3.95790 -0.30888 5.32319  0.115
H: -3.75235 -2.79507 4.60321  0.138
H: -3.92732 -2.94977 1.83176  0.096
C: -0.48126 -0.88335 -3.68802  -0.342
C: 0.75298 -0.02836 -3.86628  -0.355
C: 0.46283 1.41131 -3.47569  -0.373
Sb: -0.21255 1.85176 -1.48738  1.476
C: -2.06834 2.75987 -1.95675  -0.389
C: -2.11566 3.71725 -2.95218  -0.149
C: -3.31647 4.38245 -3.13626  -0.042
C: -4.39894 4.04454 -2.30612  -0.051
C: -4.35512 3.08690 -1.28718  -0.051
C: -3.13113 2.44081 -1.07788  -0.141
C: 0.99271 3.44527 -0.73805  -0.384
C: 0.53342 4.67076 -1.11040  -0.132
C: 1.20624 5.82113 -0.63627  -0.050
C: 2.29588 5.70317 0.21305  -0.064
C: 2.67726 4.44645 0.65214  -0.073
C: 2.00615 3.32915 0.21560  -0.144
Sb: -1.29894 -1.11742 -1.69944  1.512
C: -3.25137 -1.87236 -2.02210  -0.404
C: -4.34382 -1.12702 -1.61162  -0.171
C: -5.61519 -1.61418 -1.72780  -0.065
C: -5.87829 -2.90698 -2.19140  -0.056
C: -4.82335 -3.67583 -2.59312  -0.058
C: -3.52319 -3.12649 -2.47701  -0.136
C: -0.34086 -2.64959 -0.62758  -0.391
C: 1.08881 -2.73118 -0.51937  -0.140
C: 1.61032 -3.56949 0.43331  -0.115
C: 0.81960 -4.34390 1.22512  -0.063
C: -0.56873 -4.31848 1.09782  -0.061
C: -1.14000 -3.45801 0.19921  -0.152
H: -1.27858 -0.55984 -4.28085  0.047
H: -0.33060 -1.92793 -3.98312  0.071
H: 0.98806 0.03381 -4.89214  0.100
H: 1.65742 -0.37630 -3.26333  0.074
H: -0.29242 1.81525 -4.11134  0.047
H: 1.40195 1.95653 -3.63372  0.072
H: -1.28801 4.00127 -3.51603  0.086
H: -3.46294 5.09557 -3.96502  0.128
H: -5.31026 4.61011 -2.37982  0.109
H: -5.12988 3.08344 -0.59907  0.089
H: -2.93625 1.72695 -0.33496  0.039
H: -0.36789 4.78108 -1.72611  0.079
H: 0.74385 6.77986 -0.86408  0.114
H: 2.81872 6.58685 0.53789  0.113
H: 3.57245 4.40466 1.25688  0.114
H: 2.26756 2.36546 0.58244  0.045
H: -4.20795 -0.04479 -1.38093  0.084
H: -6.43912 -1.00928 -1.43486  0.107
H: -6.85025 -3.32924 -2.22377  0.107
H: -4.85923 -4.70220 -3.06454  0.138
H: -2.71608 -3.74107 -2.93318  0.119
H: 1.73894 -2.08628 -1.18091  0.056
H: 2.69918 -3.58384 0.53855  0.125
H: 1.26967 -4.98801 1.97902  0.122
H: -1.18100 -4.91301 1.76036  0.116
H: -2.17880 -3.26838 0.22390  0.062
O: 5.36493 -0.75278 4.81672  -0.021
C: 4.35774 -1.16877 5.70416  -0.269
N: 3.53148 -0.14164 6.22459  0.122
C: 2.30413 0.34885 5.78621  -0.398
O: 1.58653 1.11892 6.39665  0.104
C: 1.79192 -0.11644 4.46851  -0.076
C: 2.60839 -0.43131 3.37656  0.028
C: 2.06906 -0.81665 2.17878  -0.007
C: 0.64933 -0.87686 2.11635  -0.090
N: -0.14263 -0.58820 3.14795  -0.035
C: 0.41702 -0.18318 4.30879  -0.011
H: 5.98269 -0.20017 5.24396  0.078
H: 4.85165 -1.74242 6.52759  0.152
H: 3.74134 -1.93189 5.20340  0.134
H: 3.75667 0.17895 7.10144  0.119
H: 3.65858 -0.34918 3.48504  0.101
H: 2.69214 -1.03663 1.30521  0.057
H: 0.20070 -1.16439 1.19727  0.059
H: -0.23198 -0.12017 5.11628  0.115
S: 3.17755 0.13369 -1.06701  0.628
C: 4.35128 -0.27405 -2.15865  -1.104
N: 4.99225 0.50260 -3.01408  -0.052
C: 5.99275 -0.05233 -3.83591  -0.251
C: 5.82861 -1.54117 -3.85474  -0.388
S: 4.94652 -1.96120 -2.27714  0.918
H: 4.87383 1.49285 -2.97793  0.148
H: 6.97472 0.19837 -3.39314  0.138
H: 5.98066 0.40218 -4.84768  0.144
H: 6.78293 -2.10305 -3.84795  0.098
H: 5.19779 -1.85799 -4.66321  0.072

---

The following is a quantum chemistry calculation of a structure of composition C42H45As2BN2NaOSi, from the OMol25 dataset.

## Properties
total energy = -6760.53722 a.u.
energy relative to the best compared isomer or geometry (same formula, charge and spin) = 0.00 kJ/mol
net charge = -1
F_max = 0.93 eV/A
orbital gap = 0.2314 Ha

Each line ends with the Löwdin charge.
Positions of all 95 atoms, in Å:
Na: 0.61015 -1.57165 -0.29432  0.067
C: 2.53088 -0.50385 -2.83196  -0.178
Si: 3.60176 -0.73645 -1.29768  0.325
C: 5.01842 0.48443 -1.51545  -0.183
C: 4.38883 -2.43199 -1.40022  -0.172
N: 2.55128 -0.61365 0.03628  -0.123
C: 2.92337 -0.89073 1.32201  -0.309
C: 4.26061 -0.86673 1.80892  -0.046
C: 4.61512 -1.22071 3.10184  -0.118
C: 3.64794 -1.63845 4.00774  -0.121
C: 2.31987 -1.67154 3.58876  -0.046
C: 1.96716 -1.26856 2.31462  -0.168
O: 0.62125 -1.36286 1.87238  -0.069
C: -0.40569 -1.38665 2.79586  -0.291
C: -0.44960 -0.52954 3.88250  -0.046
C: -1.57327 -0.53238 4.69962  -0.080
C: -2.64448 -1.38056 4.43594  -0.099
C: -2.57251 -2.24954 3.35386  -0.072
C: -1.44691 -2.26478 2.54100  -0.022
H: 3.13102 -0.26626 -3.72020  0.029
H: 1.81222 0.31067 -2.67829  -0.004
H: 1.95879 -1.41839 -3.05844  0.027
H: 5.62881 0.16149 -2.36765  0.025
H: 5.67022 0.54889 -0.63591  0.016
H: 4.65311 1.49804 -1.72599  0.007
H: 4.81572 -2.61841 -2.39590  0.027
H: 3.64806 -3.21439 -1.19148  0.031
H: 5.19480 -2.53787 -0.66169  0.025
H: 5.03731 -0.55806 1.11516  0.077
H: 5.65837 -1.18135 3.39896  0.092
H: 3.90936 -1.94603 5.01300  0.086
H: 1.55420 -2.01636 4.27408  0.111
H: 0.38799 0.12840 4.08689  0.117
H: -1.60873 0.14039 5.54818  0.100
H: -3.52109 -1.36994 5.07280  0.095
H: -3.39548 -2.91769 3.12919  0.106
H: -1.36845 -2.93838 1.69630  0.101
C: -1.17409 1.74247 1.05666  -0.431
C: -2.49763 1.18899 0.49929  -0.412
As: -2.13306 -0.58662 -0.30531  1.319
C: -3.92365 -1.38294 -0.20032  -0.364
C: -5.07465 -0.63176 0.03153  -0.120
C: -6.32288 -1.24520 0.08237  -0.096
C: -6.43091 -2.61944 -0.09534  -0.103
C: -5.28684 -3.37538 -0.32162  -0.087
C: -4.03958 -2.76302 -0.37213  -0.105
C: -2.26198 -0.05972 -2.20982  -0.365
C: -1.29873 -0.52026 -3.10655  -0.127
C: -1.31380 -0.11999 -4.43895  -0.088
C: -2.30379 0.74141 -4.89290  -0.104
C: -3.28388 1.18942 -4.01196  -0.096
C: -3.25955 0.78984 -2.68188  -0.115
As: 0.26488 1.59223 -0.28968  1.330
C: 1.71830 2.39439 0.74065  -0.385
C: 1.70838 2.48964 2.12646  -0.101
C: 2.80623 3.01706 2.80865  -0.084
C: 3.91705 3.45620 2.10621  -0.096
C: 3.93099 3.36831 0.71541  -0.087
C: 2.84065 2.84074 0.04304  -0.127
C: -0.26787 3.20589 -1.29817  -0.361
C: -0.28618 4.48474 -0.73816  -0.108
C: -0.71607 5.57451 -1.48453  -0.095
C: -1.13744 5.39924 -2.80215  -0.103
C: -1.11924 4.13252 -3.36653  -0.089
C: -0.68307 3.04187 -2.61724  -0.112
H: -0.87349 1.14659 1.91228  0.028
H: -1.26241 2.77561 1.38417  0.067
H: -2.92785 1.86625 -0.23642  0.054
H: -3.21623 1.05925 1.30228  0.058
H: -5.00802 0.43873 0.17945  0.084
H: -7.20952 -0.64780 0.26158  0.096
H: -7.40242 -3.09880 -0.05600  0.095
H: -5.36097 -4.44843 -0.45708  0.102
H: -3.15234 -3.35777 -0.55028  0.078
H: -0.53533 -1.21012 -2.77328  0.070
H: -0.54853 -0.48163 -5.11610  0.106
H: -2.31536 1.05997 -5.92936  0.098
H: -4.06442 1.85605 -4.35927  0.100
H: -4.02833 1.15039 -2.00890  0.091
H: 0.85378 2.14247 2.69168  0.080
H: 2.79134 3.07024 3.89060  0.098
H: 4.77329 3.85774 2.63539  0.095
H: 4.80121 3.69598 0.15826  0.100
H: 2.86376 2.76272 -1.03725  0.096
H: 0.05548 4.63429 0.28060  0.100
H: -0.71988 6.56259 -1.04078  0.095
H: -1.47646 6.24964 -3.38293  0.094
H: -1.44499 3.98468 -4.38948  0.097
H: -0.67709 2.05247 -3.06486  0.070
B: 0.27329 -5.76967 -0.31638  -0.434
C: -0.25352 -4.30037 -0.64130  -0.233
N: -0.62463 -3.23568 -0.90391  0.046
H: -0.41288 -6.22618 0.58639  -0.012
H: 0.16125 -6.42868 -1.33904  -0.010
H: 1.43925 -5.67423 0.02225  -0.009